Entry 1:
20
Properties=species:S:1:pos:R:3:mulliken_charge:R:1 method="wB97M-V/def2-TZVPD" relative_energy_kcal_mol=60.2 homo_lumo_gap_ev=9.34 total_energy_ev=-18729.401 smiles=CNCCCS.O multiplicity=1 e_homo_ev=-8.59
C 0.115 -1.039 0.091 -0.738
C -0.961 -0.993 -0.998 -0.725
S -2.569 -0.578 -0.201 -0.232
C 0.492 0.487 0.581 -0.824
N 1.332 1.165 -0.341 -0.160
C 0.707 2.580 -0.782 -0.831
H -0.355 -1.698 0.865 0.308
H 0.986 -1.511 -0.371 0.523
H -1.046 -1.926 -1.598 0.355
H -0.763 -0.241 -1.633 0.358
H -2.999 0.318 -1.062 0.122
H -0.433 1.023 0.641 0.447
H 0.930 0.621 1.589 0.274
H 1.763 0.673 -1.009 0.229
H 0.343 2.468 -1.821 0.277
H 1.703 3.208 -0.730 0.271
H 0.187 3.014 0.117 0.360
H 2.148 -1.066 1.335 0.350
H 3.065 -0.548 2.325 0.288
O 3.016 -1.181 1.701 -0.651



Entry 2:
20
Properties=species:S:1:pos:R:3:mulliken_charge:R:1 method="wB97M-V/def2-TZVPD" relative_energy_kcal_mol=24.2 homo_lumo_gap_ev=9.09 total_energy_ev=-18730.963 smiles=CSCCCN.O multiplicity=1 e_homo_ev=-8.25
C -0.174 -1.487 -1.356 -0.594
C 0.721 -0.303 -1.008 -0.504
C -0.145 0.875 -0.507 -0.650
S 0.685 2.464 -0.474 -0.103
C -0.338 3.263 0.853 -0.777
N -1.075 -1.810 -0.235 -0.557
H 0.407 -2.373 -1.630 0.367
H -0.594 -1.250 -2.344 0.363
H 1.273 0.009 -1.894 0.398
H 1.416 -0.472 -0.181 0.072
H -0.551 0.620 0.474 0.357
H -1.041 0.857 -1.139 0.346
H -1.312 3.471 0.418 0.254
H -0.371 2.545 1.662 0.243
H 0.118 4.221 1.080 0.335
H -0.952 -2.786 0.009 0.247
H -2.029 -1.929 -0.581 0.207
H 1.604 -1.701 1.571 0.305
H 1.290 -2.447 2.939 0.293
O 1.068 -1.767 2.341 -0.599



Entry 3:
20
Properties=species:S:1:pos:R:3:mulliken_charge:R:1 method="wB97M-V/def2-TZVPD" relative_energy_kcal_mol=64.1 homo_lumo_gap_ev=10.04 total_energy_ev=-21601.640 smiles=[SiH3][SiH2]NC1CCC1 multiplicity=1 e_homo_ev=-9.08
C -0.852 -2.771 -0.143 -0.529
C 0.383 -2.107 -0.598 -0.655
C -1.331 -1.456 0.564 -0.624
C -0.382 -0.714 -0.390 -0.397
N 0.415 0.568 -0.092 -0.126
Si 1.439 3.492 0.607 0.403
Si -0.329 2.157 -0.133 0.141
H -1.511 -3.055 -0.959 0.246
H -0.621 -3.693 0.430 0.316
H 1.156 -2.346 0.068 0.335
H 0.662 -2.125 -1.643 0.289
H -2.369 -1.472 0.553 0.368
H -0.942 -1.529 1.611 0.210
H -0.767 -0.614 -1.360 0.332
H 1.161 0.369 0.631 0.296
H 2.338 2.341 0.546 -0.147
H 1.755 4.044 1.904 -0.140
H 2.020 4.465 -0.305 -0.130
H -1.754 2.262 0.396 -0.109
H -0.470 2.185 -1.686 -0.079



Entry 4:
20
Properties=species:S:1:pos:R:3:mulliken_charge:R:1 method="wB97M-V/def2-TZVPD" relative_energy_kcal_mol=19.8 homo_lumo_gap_ev=9.03 total_energy_ev=-32223.651 smiles="C[PH]#P(C)P.C=C" multiplicity=1 e_homo_ev=-8.03
C 3.860 -0.124 0.171 -0.426
C -2.356 -1.960 -0.804 -0.960
C -0.207 1.282 1.556 -1.082
C 2.926 0.133 -0.721 -0.508
P -1.685 -1.304 0.796 -0.054
P -2.530 1.658 -0.355 -0.220
P -0.725 0.475 -0.032 0.120
H 3.939 -1.088 0.651 0.231
H 4.596 0.608 0.465 0.234
H -0.481 -2.022 0.756 0.030
H -1.660 -1.789 -1.623 0.326
H -2.553 -3.026 -0.699 0.350
H -3.298 -1.452 -1.014 0.286
H 0.737 0.846 1.879 0.312
H -0.059 2.345 1.372 0.364
H -0.961 1.144 2.330 0.407
H 2.204 -0.618 -0.995 0.234
H 2.832 1.089 -1.205 0.231
H -1.800 2.702 -0.920 0.061
H -2.779 1.101 -1.607 0.063



Entry 5:
41
Properties=species:S:1:pos:R:3:mulliken_charge:R:1 method="wB97M-V/def2-TZVPD" total_charge=+1 homo_lumo_gap_ev=1.10 total_energy_ev=-80126.421 multiplicity=1 e_homo_ev=-11.10
C -1.773 1.625 -4.070 -0.641
N -2.418 1.542 -2.702 -0.082
C -2.912 2.882 -2.202 -0.923
B -1.345 0.940 -1.799 0.559
O -1.573 -0.483 -1.374 -0.388
P 0.207 1.841 -1.134 -0.216
P 2.014 1.585 -2.323 1.140
O 2.487 0.088 -2.517 -0.489
O 1.975 2.387 -3.889 -0.337
O 3.308 2.406 -1.423 -0.511
H -0.745 2.189 -3.955 0.372
H -2.494 2.174 -4.811 0.058
H -1.537 0.499 -4.388 0.468
H -3.388 2.847 -1.118 0.335
H -3.809 3.204 -2.920 0.314
H -2.112 3.761 -2.317 0.321
H -2.572 -0.495 -1.165 0.362
H -0.091 3.276 -1.096 0.286
H 0.476 1.383 0.205 0.377
H 1.613 3.316 -3.676 0.357
H 2.871 2.888 -0.647 0.384
F 2.562 1.119 -5.378 -0.484
Mg 3.734 -0.410 -0.835 1.309
F 2.548 -1.604 2.152 -0.384
Al 3.317 -2.718 3.340 0.780
F 4.012 -1.761 4.698 -0.456
F 4.628 -3.649 2.529 -0.465
F 2.080 -3.859 3.981 -0.391
C -0.639 -3.864 5.290 -0.436
C -1.138 -3.208 6.511 0.397
N -1.532 -2.690 7.475 -0.419
H 0.218 -3.331 4.866 0.076
H -0.316 -4.892 5.486 0.324
H -1.409 -3.909 4.512 0.217
B -1.785 -1.170 2.939 0.623
F -2.623 -1.495 4.081 -0.399
F -1.386 0.227 3.012 -0.415
F -0.600 -2.013 2.951 -0.397
F -2.529 -1.397 1.711 -0.394
Mg -2.331 1.077 -6.178 0.737
F 5.007 -0.306 -3.823 -0.569